{"formula": "C5H14O2", "method": "the ωB97M-V functional and the def2-TZVPD basis", "elements": ["C", "C", "C", "C", "C", "H", "H", "H", "H", "H", "H", "H", "H", "H", "H", "O", "H", "H", "O", "H", "H"], "coordinates": [[1.592302, 3.427236, 0.438488], [0.931356, 2.037061, 0.574191], [-0.067886, 1.592297, -0.216318], [-1.201991, 0.844658, 0.442769], [-0.336846, 2.226860, -1.562598], [1.668745, 3.544861, -0.642382], [1.021837, 4.172145, 0.999168], [2.582860, 3.416966, 0.895441], [1.290249, 1.446697, 1.419750], [-1.568565, -0.040250, -0.089296], [-2.050283, 1.522574, 0.634058], [-0.920350, 0.571564, 1.466049], [-0.499801, 3.305648, -1.500629], [-1.227207, 1.739969, -1.957449], [0.545824, 2.116421, -2.204258], [-0.864472, -2.787132, 0.680355], [-1.536794, -2.765216, 1.389054], [-0.014961, -2.682196, 1.131172], [0.315095, -5.499797, -0.547830], [-0.653260, -5.534768, -0.460496], [0.338727, -4.930122, 0.237724]], "forces_ev_per_a": [[0.3, -2.2, -0.4], [0.2, 0.6, 0.2], [0.1, 1.4, 1.2], [0.2, -0.8, 0.3], [0.1, 0.0, 0.4], [0.1, 1.1, 0.2], [-0.2, 0.0, -0.5], [0.1, 0.0, -0.2], [-0.8, 0.2, 0.3], [0.0, 0.1, 0.0], [0.2, 0.0, -0.5], [0.2, -0.3, -0.2], [-0.3, 0.0, 0.1], [0.2, 0.2, -0.5], [-0.4, -0.2, -0.1], [-0.3, -0.2, 0.6], [0.5, 0.0, -0.5], [-0.2, 0.1, -0.1], [-1.2, 0.5, 1.2], [0.0, -0.7, -1.1], [1.2, 0.2, -0.1]], "lowdin_charge": [-0.087, -0.139, -0.357, -0.087, -0.074, 0.058, 0.077, 0.060, 0.092, 0.064, 0.088, 0.068, 0.077, 0.072, 0.083, -0.063, 0.056, 0.044, -0.075, 0.036, 0.007], "charge": 0, "smiles": "CC=C(C)C.O.O", "spin_multiplicity": 1, "e_lumo_ev": 0.49, "e_homo_ha": -0.3090}

{"formula": "C28H34BrCl6O2RuSSi", "method": "the ωB97M-V functional and the def2-TZVPD basis", "elements": ["Ru", "C", "C", "C", "C", "C", "C", "C", "Br", "C", "O", "C", "C", "C", "C", "C", "C", "H", "H", "H", "H", "H", "H", "H", "H", "H", "H", "H", "H", "H", "H", "H", "H", "H", "H", "H", "H", "Cl", "C", "Cl", "H", "H", "O", "S", "C", "C", "C", "C", "C", "C", "C", "C", "C", "C", "C", "C", "H", "H", "H", "H", "H", "H", "H", "H", "H", "H", "Cl", "C", "H", "H", "Cl", "Si", "Cl", "Cl"], "coordinates": [[-1.771977, 1.132328, -1.900331], [3.895352, 1.847565, 3.771421], [2.369337, 1.942098, 3.768406], [1.975392, 3.382537, 4.124289], [1.827442, 0.988801, 4.842165], [1.771224, 1.572019, 2.411359], [0.395137, 1.616613, 2.233790], [-0.141628, 1.272231, 1.012637], [-2.037360, 1.377813, 0.795709], [0.612608, 0.853589, -0.091492], [0.040307, 0.421902, -1.203375], [2.018800, 0.869654, 0.064189], [2.543619, 1.211159, 1.308181], [2.930746, 0.579410, -1.134590], [2.718644, -0.848166, -1.660526], [4.412823, 0.716124, -0.775622], [2.632533, 1.591485, -2.251510], [4.273064, 2.113104, 4.760377], [4.343686, 2.533104, 3.049841], [4.237569, 0.835721, 3.544902], [2.395600, 3.662675, 5.093061], [0.892225, 3.499782, 4.182569], [2.348890, 4.080289, 3.372609], [2.235786, 1.248224, 5.821544], [2.106354, -0.042805, 4.616816], [0.739556, 1.036616, 4.909085], [-0.266139, 1.920755, 3.035210], [3.616289, 1.214614, 1.417745], [2.971940, -1.580906, -0.889201], [3.374835, -1.028580, -2.515318], [1.689831, -1.005618, -1.979818], [4.716313, -0.000242, -0.009406], [4.656834, 1.721821, -0.427766], [5.011365, 0.519640, -1.666820], [1.601083, 1.514389, -2.589746], [3.290543, 1.408390, -3.104551], [2.808609, 2.610119, -1.898522], [-0.919093, 3.365341, -2.025214], [-1.868924, 4.487760, -0.984499], [-0.917362, 5.026096, 0.386974], [-2.740515, 3.942447, -0.642208], [-2.127151, 5.334076, -1.609188], [-2.409412, -0.829781, -1.804111], [-1.372742, -1.956899, -1.644830], [-2.357339, -3.380741, -2.076710], [-3.540505, -3.199898, -2.771011], [-4.260496, -4.324038, -3.155218], [-3.792248, -5.594037, -2.855793], [-2.595337, -5.755966, -2.167436], [-1.868724, -4.645426, -1.773864], [-1.248172, -2.193911, 0.112956], [-2.402830, -2.295736, 0.879169], [-2.283132, -2.372168, 2.254242], [-1.023128, -2.348789, 2.847132], [0.120578, -2.252124, 2.070699], [0.011286, -2.170482, 0.687880], [-3.887913, -2.200486, -2.996385], [-5.191237, -4.199126, -3.692441], [-4.359771, -6.464322, -3.158143], [-2.231076, -6.747501, -1.934127], [-0.940434, -4.761141, -1.226933], [-3.374402, -2.290314, 0.400167], [-3.170754, -2.441699, 2.868966], [-0.938089, -2.401145, 3.925024], [1.097434, -2.216804, 2.535013], [0.888879, -2.057346, 0.067010], [-2.224394, -0.269024, -4.825593], [-1.220303, 0.837518, -3.829922], [-1.177349, 1.773071, -4.387999], [-0.222329, 0.397846, -3.781324], [-4.256513, 3.146926, -3.787587], [-4.042816, 1.648992, -2.345905], [-5.040371, 2.470017, -0.674304], [-5.350579, 0.150577, -2.921783]], "forces_ev_per_a": [[-0.1, -0.2, 0.0], [0.0, 0.0, 0.0], [0.0, 0.0, 0.0], [0.0, 0.0, 0.0], [0.0, 0.0, 0.0], [0.0, 0.0, 0.0], [0.0, 0.0, 0.0], [0.1, 0.0, 0.0], [0.0, 0.0, -0.1], [0.0, -0.1, 0.0], [0.0, 0.1, 0.0], [0.0, 0.0, 0.0], [0.0, 0.0, 0.0], [0.0, -0.1, 0.0], [0.0, 0.0, 0.0], [0.0, 0.0, 0.0], [0.0, 0.0, 0.0], [0.0, 0.0, 0.0], [0.0, 0.0, 0.0], [0.0, 0.0, 0.0], [0.0, 0.0, 0.0], [0.0, 0.0, 0.0], [0.0, 0.0, 0.0], [0.0, 0.0, 0.0], [0.0, 0.0, 0.0], [0.0, 0.0, 0.0], [0.0, 0.0, 0.0], [0.0, 0.0, 0.0], [0.0, 0.0, 0.0], [0.0, 0.0, 0.0], [0.0, 0.0, 0.0], [0.0, 0.0, 0.0], [0.0, 0.0, 0.0], [0.0, 0.0, 0.0], [0.0, 0.0, 0.0], [0.0, 0.0, 0.0], [0.0, 0.0, 0.0], [0.0, 0.0, 0.0], [0.0, 0.0, 0.0], [0.0, 0.0, 0.0], [0.0, 0.0, 0.0], [0.0, 0.0, 0.0], [0.0, 0.0, 0.1], [-0.1, 0.1, 0.0], [0.0, 0.0, 0.0], [0.0, 0.0, 0.0], [0.0, 0.0, 0.0], [0.0, 0.0, 0.0], [0.0, 0.0, 0.0], [0.0, 0.0, 0.0], [0.0, 0.0, 0.0], [0.0, 0.0, 0.0], [0.0, 0.0, 0.0], [0.0, 0.0, 0.0], [0.0, 0.0, 0.0], [0.0, 0.0, 0.0], [0.0, 0.0, 0.0], [0.0, 0.0, 0.0], [0.0, 0.0, 0.0], [0.0, 0.0, 0.0], [0.0, 0.0, 0.0], [0.0, 0.0, 0.0], [0.0, 0.0, 0.0], [0.0, 0.0, 0.0], [0.0, 0.0, 0.0], [0.0, 0.0, 0.0], [0.0, 0.0, 0.0], [-0.1, 0.1, 0.0], [0.0, 0.0, 0.0], [0.0, 0.0, 0.0], [0.0, 0.0, 0.0], [0.1, 0.0, 0.0], [0.1, 0.0, 0.0], [0.0, 0.0, 0.0]], "lowdin_spin": [0.893, 0.000, 0.000, 0.000, 0.000, 0.001, 0.000, 0.002, 0.005, 0.004, 0.060, 0.003, 0.000, 0.000, 0.000, 0.000, 0.001, 0.000, 0.000, 0.000, 0.000, 0.000, 0.000, 0.000, 0.000, 0.000, 0.000, 0.000, 0.000, 0.000, 0.000, 0.000, 0.000, 0.000, 0.000, 0.000, 0.000, 0.009, -0.001, 0.000, 0.000, 0.000, 0.002, 0.001, -0.001, 0.000, 0.000, 0.000, 0.000, 0.000, 0.001, 0.001, 0.000, 0.000, 0.000, 0.000, 0.000, 0.000, 0.000, 0.000, 0.000, 0.000, 0.000, 0.000, 0.000, 0.000, -0.005, -0.005, 0.007, 0.006, 0.014, 0.012, -0.006, -0.005], "charge": 0, "spin_multiplicity": 2, "e_lumo_ev": [0.19, -1.00], "e_homo_ha": [-0.2910, -0.2899]}

{"formula": "C12H15CuN4S2", "method": "the ωB97M-V functional and the def2-TZVPD basis", "elements": ["Cu", "N", "C", "C", "C", "C", "N", "H", "H", "H", "H", "H", "H", "H", "H", "H", "H", "H", "H", "S", "C", "C", "C", "C", "N", "C", "C", "C", "S", "C", "N", "H", "H", "H"], "coordinates": [[0.300385, -1.577856, -0.939165], [2.265785, -1.665256, -0.939165], [3.349985, -0.704456, -0.911365], [3.238385, 0.308144, -2.054965], [2.246485, 1.465144, -1.846965], [0.759885, 1.146844, -2.039865], [0.212985, 0.383444, -0.939165], [2.415185, -2.522456, -0.110565], [2.464485, -2.473856, -1.788065], [4.297185, -1.247556, -1.002665], [3.364685, -0.188356, 0.054135], [3.026085, -0.201656, -3.003265], [4.231885, 0.760744, -2.175165], [2.501985, 2.239644, -2.582665], [2.411885, 1.922944, -0.863365], [0.606485, 0.604444, -2.978465], [0.206885, 2.089744, -2.116465], [-1.083515, 0.412044, -0.950865], [0.302985, 0.843844, -0.094065], [-1.923715, -1.577856, -0.962265], [-2.157415, -0.788856, 0.540235], [-3.371515, -0.130756, 0.745135], [-3.615015, 0.528144, 1.954135], [-4.871415, 1.194844, 2.132235], [-5.886015, 1.740644, 2.291835], [-2.637615, 0.526344, 2.961035], [-1.422815, -0.133156, 2.751635], [-1.184015, -0.788756, 1.542835], [0.323485, -1.577856, 1.342935], [-2.852315, 1.189544, 4.213535], [-3.041615, 1.732044, 5.224735], [-4.122415, -0.135656, -0.041365], [-0.658115, -0.140756, 3.524635], [0.300385, -3.233456, -0.939165]], "forces_ev_per_a": [[-0.5, -1.6, -0.3], [2.8, -6.8, -0.4], [0.6, 0.1, -0.2], [0.1, 0.3, 0.3], [0.0, -0.1, -0.5], [-0.1, 0.7, 0.3], [-5.0, 0.8, -2.3], [-0.6, 3.1, -2.4], [-0.7, 2.9, 2.4], [0.2, 0.3, 0.0], [-0.1, 0.1, 0.0], [-0.1, -0.1, 0.2], [0.0, 0.0, 0.0], [0.0, 0.0, 0.0], [-0.1, -0.1, 0.0], [0.0, -0.1, 0.1], [0.2, 0.3, -0.3], [4.5, -0.4, -0.7], [1.0, 1.2, 2.3], [-1.8, -0.5, -0.9], [-1.5, 0.1, -0.8], [0.1, 0.3, 0.8], [-0.7, 0.1, -0.4], [-0.7, 0.5, 0.4], [0.9, -0.5, -0.2], [0.5, 0.0, 0.5], [-1.0, 0.4, 0.1], [1.4, -0.1, 1.3], [0.1, -0.1, 1.6], [-0.4, 0.6, 0.8], [0.3, -0.5, -0.9], [0.2, 0.0, 0.2], [-0.2, 0.0, -0.2], [0.6, -0.7, -0.7]], "lowdin_charge": [-0.561, -0.180, -0.334, -0.219, -0.212, -0.301, -0.137, 0.099, 0.095, 0.083, 0.103, 0.104, 0.090, 0.092, 0.106, 0.109, 0.091, 0.148, 0.025, 0.533, -0.752, -0.095, -0.234, -0.218, 0.099, -0.232, -0.095, -0.738, 0.516, -0.215, 0.102, 0.095, 0.094, -0.060], "charge": -2, "spin_multiplicity": 1, "e_lumo_ev": [5.07, 5.07], "e_homo_ha": [0.0639, 0.0635]}

Calculated energy relative to the best compared isomer or geometry (same formula, charge and spin) (kcal/mol), listed in the same order as above: 33.1; 0.9; 0.0